# C3H10N2O3

A cluster of 3 separate species, C3H10N2O3 in total at a distorted geometry (ωB97M-V with the def2-TZVPD basis set, the Open Molecules 2025 dataset).

Geometry (Å):
C: -0.104 1.410 0.374
C: -1.660 -0.253 -1.939
O: -0.382 0.340 -1.758
H: -1.615 -1.015 -2.722
H: -0.958 1.010 0.902
H: 0.665 1.876 0.981
H: -0.324 2.101 -0.427
H: -2.348 0.532 -2.252
H: -2.022 -0.708 -1.013
N: 1.010 -0.254 0.406
C: 0.532 -1.032 1.408
N: 2.380 -0.025 0.506
O: -0.780 -1.373 1.194
O: 1.117 -1.350 2.427
H: -1.051 -1.903 1.956
H: 0.208 -0.264 -1.227
H: 2.682 0.587 -0.241
H: 2.652 0.322 1.425

Results
Total charge   0
Largest force on an atom   2.91 eV/Å
Energy relative to the best compared isomer or geometry (same formula, charge and spin)   404.5 kJ/mol
Orbital gap (spin up / spin down)   8.86 / 8.86 eV



# C14H29BCl12FOSi

A cluster of 5 separate species, C14H29BCl12FOSi in total at a distorted geometry (ωB97M-V with the def2-TZVPD basis set, the Open Molecules 2025 dataset).

Geometry (Å):
C: -1.504 1.658 -4.115
C: -1.576 0.073 -3.622
C: -0.936 -0.086 -2.122
B: -1.760 -1.087 -1.111
C: -3.083 -0.383 -0.403
C: -4.300 -0.060 -1.455
F: -4.569 -1.280 -2.302
C: -0.798 -1.632 0.118
C: 0.429 -0.598 0.518
O: -0.166 0.690 0.905
Si: 0.958 2.029 0.739
C: -0.090 3.657 1.070
C: 2.416 2.034 1.999
C: 1.721 2.248 -1.015
H: -2.535 2.091 -4.461
H: -0.779 1.746 -5.052
H: -1.076 2.377 -3.293
H: -0.965 -0.531 -4.450
H: -2.692 -0.266 -3.725
H: 0.154 -0.547 -2.266
H: -0.918 0.977 -1.629
H: -2.132 -2.037 -1.708
H: -3.503 -1.155 0.397
H: -2.845 0.614 0.167
H: -3.939 0.837 -2.148
H: -5.306 0.271 -0.958
H: -0.355 -2.713 -0.119
H: -1.483 -1.771 1.081
H: 0.931 -1.067 1.494
H: 1.279 -0.528 -0.285
H: -0.897 3.361 1.865
H: -0.646 3.912 0.053
H: 0.635 4.516 1.394
H: 3.165 1.114 1.878
H: 2.038 2.184 3.096
H: 3.076 2.992 1.738
H: 1.341 1.498 -1.828
H: 1.506 3.340 -1.385
H: 2.881 2.122 -0.923
C: -6.452 2.909 -3.002
Cl: -4.953 2.444 -3.823
Cl: -6.292 2.702 -1.250
Cl: -6.882 4.583 -3.394
H: -7.255 2.256 -3.354
C: -2.274 -3.389 4.274
Cl: -2.264 -1.854 3.390
Cl: -2.008 -4.746 3.165
Cl: -1.047 -3.380 5.552
H: -3.255 -3.513 4.739
C: 4.530 -2.172 1.468
Cl: 2.895 -2.404 2.111
Cl: 4.502 -1.078 0.075
Cl: 5.611 -1.550 2.727
H: 4.910 -3.142 1.137
C: 9.400 -3.718 3.573
Cl: 8.908 -4.302 5.172
Cl: 8.073 -3.888 2.412
Cl: 9.934 -2.031 3.664
H: 10.240 -4.327 3.228

Results
Total charge   -1
Largest force on an atom   3.02 eV/Å
Energy relative to the best compared isomer or geometry (same formula, charge and spin)   414.9 kJ/mol
Orbital gap   6.57 eV



# C2H3ClS

An isolated molecule of C2H3ClS at a distorted geometry (ωB97M-V with the def2-TZVPD basis set, the Open Molecules 2025 dataset).

Geometry (Å):
C: 0.456 0.417 -0.450
C: -0.644 -0.332 0.260
S: -0.014 -1.517 1.981
Cl: -2.223 -0.269 -0.089
H: 1.100 -0.088 -1.196
H: 0.015 1.401 -0.732
H: 1.311 0.388 0.226

Results
Total charge   0
Largest force on an atom   6.93 eV/Å
Energy relative to the best compared isomer or geometry (same formula, charge and spin)   299.5 kJ/mol
Orbital gap (spin up / spin down)   7.17 / 6.83 eV
SMILES string   CC(=S)Cl



# C5H6FeO4

A structure of composition C5H6FeO4 at a distorted geometry (ωB97M-V with the def2-TZVPD basis set, the Open Molecules 2025 dataset).

Geometry (Å):
O: 2.862 1.140 -0.846
C: 2.258 0.363 -0.052
O: 2.841 -0.054 0.989
O: 1.012 0.012 -0.292
C: 0.159 -0.264 0.816
C: -1.252 -0.581 0.341
Fe: 4.346 0.925 0.344
H: 0.185 0.562 1.536
H: 0.533 -1.147 1.349
H: -1.390 -1.594 0.757
H: -2.251 -1.208 -1.593
C: -1.851 1.144 -0.282
C: -1.706 -0.394 -1.100
O: -2.249 2.177 -0.138
H: -2.545 -0.968 0.021
H: -0.951 -0.113 -1.850

Results
Total charge   +2
Largest force on an atom   7.52 eV/Å
Energy relative to the best compared isomer or geometry (same formula, charge and spin)   665.4 kJ/mol
Orbital gap (spin up / spin down)   6.93 / 6.92 eV
Spin multiplicity   5
⟨S²⟩   6.01



# C21H29MoNO6SSi

A structure of composition C21H29MoNO6SSi at a distorted geometry (ωB97M-V with the def2-TZVPD basis set, the Open Molecules 2025 dataset).

Geometry (Å):
Mo: 0.519 -0.206 -0.209
S: 0.251 -2.802 -1.130
C: 1.374 -2.071 -2.179
C: 2.097 -2.799 -3.143
C: 2.981 -2.138 -3.954
C: 3.129 -0.751 -3.812
C: 2.398 -0.099 -2.850
N: 1.535 -0.729 -2.040
H: 1.930 -3.862 -3.213
H: 3.553 -2.670 -4.700
H: 3.802 -0.201 -4.447
H: 2.488 0.967 -2.703
C: 5.526 -3.929 4.230
O: 5.144 -3.107 3.155
C: 3.832 -2.780 3.018
C: 2.801 -3.171 3.890
C: 1.516 -2.747 3.689
C: 1.151 -1.889 2.619
C: -0.146 -1.367 2.424
C: -1.365 -1.869 3.152
O: -0.400 -0.401 1.586
C: 2.216 -1.564 1.698
O: 1.902 -0.878 0.629
C: 3.514 -2.009 1.912
H: 6.605 -4.037 4.134
H: 5.053 -4.915 4.166
H: 5.294 -3.470 5.198
H: 3.014 -3.810 4.734
H: 0.757 -3.076 4.381
H: -1.130 -2.520 3.986
H: -1.981 -2.426 2.440
H: -1.951 -1.016 3.502
H: 4.284 -1.739 1.207
C: -4.040 1.462 0.199
C: -2.628 1.845 -0.249
C: -2.613 3.224 -0.915
O: -1.740 1.913 0.847
C: -2.111 0.844 -1.320
O: -2.712 0.639 -2.354
O: -0.971 0.310 -1.003
H: -4.405 2.217 0.892
H: -4.038 0.497 0.702
H: -4.698 1.408 -0.663
H: -2.959 3.967 -0.200
H: -3.256 3.221 -1.792
H: -1.595 3.465 -1.213
H: -1.794 1.099 1.371
C: 1.428 3.170 -1.634
Si: 1.643 2.033 -0.084
C: 1.234 3.172 1.413
C: 3.548 1.733 0.082
H: 2.381 3.545 -1.996
H: 0.824 4.033 -1.384
H: 0.939 2.664 -2.463
H: 1.824 4.084 1.381
H: 1.444 2.675 2.357
H: 0.186 3.451 1.416
H: 4.143 2.615 -0.135
H: 3.886 0.931 -0.573
H: 3.783 1.426 1.098

Results
Total charge   0
Largest force on an atom   4.87 eV/Å
Energy relative to the best compared isomer or geometry (same formula, charge and spin)   74.5 kJ/mol
Orbital gap (spin up / spin down)   5.87 / 5.90 eV



# C17H13F3N4O4

An isolated molecule of C17H13F3N4O4 (ωB97M-V with the def2-TZVPD basis set, the Open Molecules 2025 dataset).

Geometry (Å):
C: 5.364 3.993 3.165
O: 5.077 3.277 1.987
C: 3.876 2.653 1.879
C: 3.652 1.968 0.681
C: 2.467 1.303 0.463
C: 1.489 1.308 1.450
N: 0.264 0.620 1.230
C: -0.989 1.206 1.451
O: -1.207 2.293 1.894
N: -1.925 0.270 1.085
C: -1.351 -0.912 0.523
N: -1.708 -1.179 -0.845
C: -1.047 -0.538 -1.861
O: -0.204 0.298 -1.626
C: -1.462 -0.940 -3.224
C: -1.847 -2.238 -3.552
C: -2.193 -2.515 -4.864
C: -2.135 -1.486 -5.794
N: -1.760 -0.255 -5.493
C: -1.427 0.011 -4.247
C: -1.727 -2.146 1.362
F: -3.065 -2.309 1.377
F: -1.219 -3.275 0.874
F: -1.338 -2.028 2.629
C: 0.182 -0.612 0.661
O: 1.052 -1.387 0.394
C: 1.696 1.982 2.641
C: 2.885 2.658 2.855
H: 4.656 4.813 3.319
H: 6.363 4.403 3.023
H: 5.363 3.340 4.043
H: 4.428 1.979 -0.067
H: 2.285 0.787 -0.465
H: -2.909 0.485 1.072
H: -2.474 -1.807 -1.039
H: -1.842 -3.024 -2.810
H: -2.490 -3.509 -5.159
H: -2.391 -1.655 -6.832
H: -1.119 1.025 -4.032
H: 0.928 1.991 3.398
H: 3.023 3.181 3.788

Results
Total charge   0
Largest force on an atom   0.71 eV/Å
Orbital gap   8.47 eV
SMILES string   COc1ccc(N2C(=O)N[C@](NC(=O)c3cccnc3)(C(F)(F)F)C2=O)cc1



# C2H12NO2

A cluster of 3 separate species, C2H12NO2 in total at a distorted geometry (ωB97M-V with the def2-TZVPD basis set, the Open Molecules 2025 dataset).

Geometry (Å):
C: 0.307 1.843 -0.348
N: -0.312 0.492 -0.448
C: -1.546 0.378 0.426
H: 1.276 1.804 -0.839
H: -0.507 2.522 -0.605
H: 0.615 1.906 0.701
H: 0.228 -0.364 -0.248
H: -0.688 0.288 -1.381
H: -1.241 0.768 1.400
H: -1.695 -0.681 0.608
H: -2.280 1.032 0.046
H: 1.098 -1.519 2.285
H: 1.939 -0.540 1.478
O: 1.203 -1.184 1.374
H: 1.149 -2.237 -1.927
H: 0.249 -2.382 -0.791
O: 0.204 -2.125 -1.733

Results
Total charge   0
Largest force on an atom   2.79 eV/Å
Energy relative to the best compared isomer or geometry (same formula, charge and spin)   52.1 kJ/mol
Orbital gap (spin up / spin down)   3.80 / 11.80 eV
Spin multiplicity   2
⟨S²⟩   0.75



# C7H7CrN2O6

A structure of composition C7H7CrN2O6 at a distorted geometry (ωB97M-V with the def2-TZVPD basis set, the Open Molecules 2025 dataset).

Geometry (Å):
O: -0.348 3.413 0.857
C: -0.177 2.686 -0.040
Cr: 0.032 -0.469 -1.480
C: -0.006 -1.909 -0.367
O: 0.013 -2.806 0.378
C: -0.067 -1.261 -3.218
O: -0.143 -2.023 -4.117
C: 1.671 -0.104 -0.584
O: 2.698 0.021 -0.007
C: -1.581 -0.046 -0.508
O: -2.566 0.067 0.116
H: 0.213 2.202 -0.984
C: -0.783 -0.708 4.548
N: 0.219 0.238 4.173
C: 0.550 0.528 2.853
N: 1.559 1.470 2.761
O: -0.016 0.073 1.837
H: -1.244 -1.112 3.650
H: -1.586 -0.215 5.119
H: -0.338 -1.560 5.088
H: 0.712 0.702 4.933
H: 2.016 1.466 1.848
H: 2.146 1.526 3.572

Results
Total charge   +2
Largest force on an atom   9.66 eV/Å
Energy relative to the best compared isomer or geometry (same formula, charge and spin)   204.5 kJ/mol
Orbital gap (spin up / spin down)   5.04 / 4.98 eV
Spin multiplicity   4
⟨S²⟩   3.81



# C6H10

An isolated molecule of C6H10 (ωB97M-V with the def2-TZVPD basis set, the Open Molecules 2025 dataset).

Geometry (Å):
C: -1.827 -1.154 1.131
C: -0.701 -0.451 1.062
C: 0.278 -0.480 -0.097
C: 1.676 -0.071 0.364
C: -0.274 0.385 -1.214
C: 0.090 1.629 -1.506
H: -2.114 -1.848 0.340
H: -2.515 -1.044 1.964
H: -0.456 0.245 1.867
H: 0.323 -1.509 -0.477
H: 2.053 -0.779 1.110
H: 2.377 -0.041 -0.476
H: 1.659 0.922 0.830
H: -1.076 -0.077 -1.791
H: 0.866 2.152 -0.952
H: -0.389 2.177 -2.312

Results
Total charge   0
Largest force on an atom   0.22 eV/Å
Energy relative to the best compared isomer or geometry (same formula, charge and spin)   102.5 kJ/mol
Orbital gap   10.64 eV
SMILES string   C=CC(C)C=C



# C3H6S3

A cluster of 2 separate species, C3H6S3 in total at a distorted geometry (ωB97M-V with the def2-TZVPD basis set, the Open Molecules 2025 dataset).

Geometry (Å):
C: -0.360 2.143 -0.561
C: 0.767 -0.219 -0.502
C: 0.791 -0.363 0.934
S: -0.101 2.597 0.936
S: -0.617 2.275 -2.203
S: -0.599 -1.483 1.718
H: 1.646 0.052 -0.976
H: 0.005 -0.596 -1.149
H: 1.576 -0.723 1.448
H: 0.587 0.617 1.502
H: -1.282 3.428 -2.308
H: -1.476 -1.569 0.802

Results
Total charge   0
Largest force on an atom   4.96 eV/Å
Energy relative to the best compared isomer or geometry (same formula, charge and spin)   416.6 kJ/mol
Orbital gap (spin up / spin down)   7.33 / 7.73 eV



# C38H29BeCl5N2O2P2

A structure of composition C38H29BeCl5N2O2P2 (ωB97M-V with the def2-TZVPD basis set, the Open Molecules 2025 dataset).

Geometry (Å):
Be: -0.396 -0.134 -1.842
C: 0.275 1.659 0.750
N: 0.688 0.606 1.647
C: 1.574 -0.429 1.134
P: 1.607 -0.619 -0.711
C: 2.198 -2.332 -0.901
C: 2.976 -2.974 0.058
C: 3.416 -4.271 -0.156
C: 3.085 -4.935 -1.329
C: 2.323 -4.295 -2.295
C: 1.878 -2.999 -2.080
C: 3.106 0.306 -1.246
C: 4.197 0.535 -0.406
C: 5.339 1.158 -0.881
C: 5.417 1.551 -2.210
C: 4.354 1.302 -3.061
C: 3.207 0.682 -2.583
C: 0.700 0.816 3.027
C: 0.057 1.916 3.616
C: 0.071 2.097 4.989
C: 0.716 1.199 5.826
C: 1.352 0.110 5.255
C: 1.352 -0.085 3.882
P: -1.249 1.296 -0.286
C: -2.040 2.949 -0.426
C: -1.258 4.102 -0.498
C: -1.852 5.354 -0.563
C: -3.233 5.471 -0.583
C: -4.017 4.329 -0.534
C: -3.427 3.077 -0.453
C: -2.480 0.398 0.708
C: -3.413 -0.328 -0.034
C: -4.418 -1.043 0.597
C: -4.491 -1.053 1.983
C: -3.573 -0.326 2.727
C: -2.577 0.403 2.094
H: 1.055 1.853 0.010
H: 0.136 2.599 1.276
H: 1.267 -1.403 1.516
H: 2.596 -0.256 1.483
H: 3.254 -2.471 0.976
H: 4.019 -4.764 0.596
H: 3.423 -5.950 -1.490
H: 2.066 -4.805 -3.213
H: 1.274 -2.505 -2.833
H: 4.181 0.223 0.629
H: 6.171 1.332 -0.212
H: 6.308 2.042 -2.579
H: 4.408 1.589 -4.103
H: 2.398 0.470 -3.266
H: -0.477 2.638 3.016
H: -0.437 2.958 5.404
H: 0.719 1.345 6.897
H: 1.865 -0.608 5.883
H: 1.863 -0.950 3.490
H: -0.180 4.036 -0.523
H: -1.228 6.236 -0.612
H: -3.696 6.448 -0.639
H: -5.096 4.407 -0.551
H: -4.060 2.202 -0.399
H: -3.344 -0.349 -1.116
H: -5.130 -1.606 0.008
H: -5.262 -1.627 2.480
H: -3.626 -0.325 3.808
H: -1.876 0.964 2.697
O: 0.609 2.474 -2.182
N: 0.340 1.949 -3.239
O: 0.022 0.692 -3.154
Cl: -0.815 -2.273 0.481
C: -1.499 -2.594 -1.092
C: -1.335 -1.656 -2.112
C: -1.997 -1.983 -3.300
Cl: -1.972 -0.886 -4.646
C: -2.726 -3.164 -3.477
Cl: -3.500 -3.522 -4.974
C: -2.836 -4.070 -2.428
Cl: -3.731 -5.527 -2.619
C: -2.225 -3.777 -1.213
Cl: -2.392 -4.872 0.107

Results
Total charge   0
Largest force on an atom   0.39 eV/Å
Energy relative to the best compared isomer or geometry (same formula, charge and spin)   0.0 kJ/mol
Orbital gap   8.61 eV



# C17H23Cl5CrNO2P2

A structure of composition C17H23Cl5CrNO2P2 at a distorted geometry (ωB97M-V with the def2-TZVPD basis set, the Open Molecules 2025 dataset).

Geometry (Å):
Cr: -0.242 -0.733 0.610
P: 1.962 -1.049 0.498
C: 2.157 -1.576 -1.177
C: 0.964 -1.906 -1.871
N: -0.254 -1.705 -1.238
C: -1.415 -1.817 -1.921
C: -1.456 -2.570 -3.090
C: -0.250 -2.902 -3.725
C: 0.930 -2.431 -3.184
C: -2.650 -1.200 -1.258
P: -2.230 0.386 -0.397
H: 1.869 -2.581 -3.684
H: -2.426 -2.902 -3.444
H: -0.256 -3.542 -4.606
H: -3.434 -1.014 -2.003
H: -3.028 -1.914 -0.510
H: 3.883 1.854 -4.380
H: 3.116 -1.696 -1.676
H: 0.213 3.579 -2.194
O: 3.225 2.165 -3.759
H: 3.751 2.383 -2.978
H: 0.065 0.433 -0.010
O: 0.669 4.188 -1.575
H: 0.183 3.918 -0.772
C: -2.580 1.601 -1.735
H: -3.656 1.734 -1.895
H: -2.154 2.567 -1.447
H: -2.120 1.268 -2.670
C: -3.677 0.619 0.696
H: -3.504 1.557 1.245
H: -4.623 0.706 0.131
H: -3.746 -0.203 1.424
C: 1.948 -2.594 1.471
H: 2.985 -2.925 1.449
H: 1.588 -2.417 2.491
H: 1.298 -3.312 0.957
C: 3.401 -0.089 0.966
H: 3.310 0.255 1.996
H: 4.273 -0.738 0.857
H: 3.502 0.787 0.325
Cl: -1.506 -1.513 2.682
C: -0.784 0.061 3.166
C: -0.003 0.708 2.243
C: 0.634 1.874 2.620
Cl: 1.675 2.725 1.534
C: 0.498 2.381 3.940
Cl: 1.288 3.804 4.421
C: -0.274 1.658 4.888
Cl: -0.386 2.158 6.527
C: -0.936 0.477 4.467
Cl: -1.798 -0.512 5.595

Results
Total charge   +2
Largest force on an atom   4.58 eV/Å
Orbital gap (spin up / spin down)   5.98 / 6.00 eV
Spin multiplicity   4
⟨S²⟩   3.87